Computed, not measured: one molecule with the formula C5H8O in a non-equilibrium geometry, with ωB97M-V/def2-TZVPD.

The gap between HOMO and LUMO comes out at 9.10 eV. The LUMO energy comes out at 0.8 eV. Its spin multiplicity is 1. The charge is 0.

Geometry (Å):
1 C 1.697 0.476 -1.631
2 C 0.759 0.703 -0.394
3 C 0.035 -0.282 0.176
4 O 0.229 -1.526 -0.285
5 C -1.249 -0.227 0.965
6 C -1.798 0.881 1.483
7 H 2.160 -0.399 -1.172
8 H 2.500 1.209 -1.822
9 H 0.959 0.208 -2.593
10 H 0.512 1.807 0.008
11 H 1.123 -1.398 -0.599
12 H -1.654 -1.207 1.282
13 H -1.596 1.961 1.228
14 H -2.489 0.719 2.354

In elementary charge units, the natural (NBO) charges are:
1. C -0.638
2. C -0.295
3. C 0.246
4. O -0.663
5. C -0.235
6. C -0.367
7. H 0.179
8. H 0.239
9. H 0.230
10. H 0.207
11. H 0.469
12. H 0.220
13. H 0.205
14. H 0.203